1.
ORCA calculation (ωB97M-V/def2-TZVPD) on a single C6H8 molecule in a non-equilibrium geometry.

The geometry in XYZ format:
```
14
Properties=species:S:1:pos:R:3:lowdin_charge:R:1
C 0.084 0.480 -0.858 -0.24
C -0.621 -0.709 -0.166 -0.19
H 1.461 1.790 -1.559 0.07
C 0.653 -0.123 0.292 -0.24
H -1.732 0.615 1.306 0.07
H -1.845 -0.995 1.707 0.09
C 1.793 -0.452 1.098 0.09
C 0.549 1.216 -1.802 0.04
H 2.566 0.290 1.026 0.03
H -2.715 -0.219 0.191 0.07
H 0.183 1.466 -2.850 0.08
C -1.802 -0.335 0.799 -0.06
H 1.953 -1.401 1.610 0.05
H -0.527 -1.622 -0.793 0.14
```

Properties
* HOMO level: -8.7160 eV
* relative energy (zero: lowest compared OMol25 entry of this formula, charge and spin): 75.3 kcal/mol
* calculated total energy: -6347.518 eV
* frontier orbital gap: 9.21 eV
* charge: 0
* structure (SMILES): C=C1C(=C)C1C
* maximum force: 5.92 eV Å⁻¹

---

2.
ORCA calculation (ωB97M-V/def2-TZVPD) on a molecular structure, C11H14AuNO3SSe2.

The geometry in XYZ format:
```
33
Properties=species:S:1:pos:R:3:lowdin_charge:R:1
C -6.120 0.526 -0.122 0.04
H 3.899 -0.506 -2.714 0.09
S -2.462 1.266 -2.530 0.97
H 4.106 0.078 2.532 0.05
C 4.092 -0.580 1.668 -0.29
H 0.780 1.492 -4.824 0.04
H 2.469 -1.499 -3.037 0.09
H 3.690 -1.867 -0.723 0.09
O -2.204 0.448 1.611 0.13
O 0.562 -0.618 2.363 0.21
Se 2.756 0.124 0.445 1.08
C 2.888 -0.735 -2.386 -0.48
H 2.397 0.809 -5.103 0.05
C -4.880 0.301 0.494 0.04
H 1.919 -1.837 -0.795 0.06
C 2.826 -1.246 -0.950 -0.49
C -3.789 0.905 -1.566 -0.56
H -7.028 0.381 0.449 0.14
H -7.170 1.111 -1.917 0.13
N 0.947 -1.037 1.422 0.07
H -4.828 0.008 1.534 0.14
H -5.105 1.506 -3.198 0.12
H 1.015 -0.281 -4.750 0.05
C -3.714 0.464 -0.205 -0.13
O -1.544 -0.485 -0.309 -0.28
Se 1.842 0.898 -2.662 0.91
C -6.206 0.946 -1.458 -0.01
C 1.463 0.689 -4.561 -0.31
C -2.411 0.175 0.461 -0.59
H 3.839 -1.600 1.949 0.05
H 5.052 -0.546 1.158 0.05
Au -0.159 0.250 -1.526 0.62
C -5.061 1.158 -2.175 -0.06
```

Properties
* HOMO level (alpha / beta): -15.3610 / -15.8019 eV
* relative energy (zero: lowest compared OMol25 entry of this formula, charge and spin): 8.0 kcal/mol
* calculated total energy: -164466.407 eV
* 2S+1: 3
* frontier orbital gap (alpha / beta): 7.29 / 6.41 eV
* charge: +2
* maximum force: 0.68 eV Å⁻¹

---

3.
ORCA calculation (ωB97M-V/def2-TZVPD) on a single C7H12Si molecule in a non-equilibrium geometry.

The geometry in XYZ format:
```
20
Properties=species:S:1:pos:R:3:lowdin_charge:R:1
C 1.236 1.301 -1.538 -0.25
C 2.002 2.349 -1.407 -0.08
H -3.000 -3.353 -1.059 0.04
H 2.124 -0.289 1.531 -0.03
H -1.955 -1.449 -1.649 0.07
H -1.241 0.591 1.850 0.07
H 2.203 2.860 -2.304 0.04
C -0.896 -0.911 0.269 -0.34
H -2.139 -3.480 0.634 0.09
Si 0.527 0.559 0.030 0.74
H -2.067 1.091 0.315 0.07
C -1.688 -1.739 -0.669 -0.23
C -2.266 -2.914 -0.392 -0.03
C -1.198 0.518 0.733 -0.28
H 2.621 1.363 1.533 0.04
C 1.763 0.663 1.474 -0.18
H -0.579 -1.473 1.178 0.09
H 1.131 0.701 2.428 0.06
H 0.986 0.969 -2.534 0.05
H 2.436 2.644 -0.424 0.06
```

Properties
* HOMO level: -7.7264 eV
* relative energy (zero: lowest compared OMol25 entry of this formula, charge and spin): 61.8 kcal/mol
* calculated total energy: -15327.822 eV
* frontier orbital gap: 8.64 eV
* charge: 0
* structure (SMILES): C=C[C@@H]1C[Si@]1(C)C=C
* maximum force: 3.12 eV Å⁻¹

---

4.
ORCA calculation (ωB97M-V/def2-TZVPD) on a molecular structure, C39H58KN6O6P3Se2Si in a non-equilibrium geometry.

The geometry in XYZ format:
```
116
Properties=species:S:1:pos:R:3:lowdin_charge:R:1
H -2.559 -4.943 5.316 0.10
H -6.028 6.355 0.056 0.09
C -4.194 5.313 -0.330 -0.09
H 3.238 -3.066 -3.105 0.05
H 2.275 -2.923 -1.630 0.07
H 2.763 3.603 4.211 0.08
C -4.470 1.852 -3.888 -0.11
C 3.996 -1.345 -0.241 -0.15
H 4.973 1.260 -0.857 0.05
H 0.719 -1.790 -5.312 0.07
H -3.201 -4.092 3.422 0.10
H 4.083 -0.264 -5.191 0.05
C -5.570 5.409 -0.206 -0.11
C 1.488 0.725 -4.948 -0.14
H -0.296 2.586 0.043 -0.07
H -2.879 -5.085 -3.326 0.08
C 1.083 2.571 3.260 -0.46
N -1.613 -1.980 -1.336 0.20
C 3.260 -0.980 -5.153 -0.12
O -1.220 1.725 2.281 -0.45
H 4.498 2.958 -1.002 0.07
H 3.382 1.789 -0.261 0.06
H 0.659 1.141 -4.365 0.05
H -5.190 -0.966 -2.180 0.04
C 3.852 -1.421 -1.771 -0.65
O 0.264 3.079 0.695 -0.20
C -5.725 0.339 -5.277 -0.12
N -1.810 -3.263 -3.458 -0.21
H -1.257 -5.072 -2.597 0.09
P 2.016 0.935 3.079 0.34
H -1.924 -2.819 -5.498 0.08
H -3.940 2.789 -3.758 0.10
C 2.008 3.770 3.438 -0.10
H 3.926 -3.578 -1.559 0.07
H 2.984 3.775 -2.569 0.07
H 5.800 -0.471 -2.060 0.05
H 0.417 -1.843 5.458 0.10
O 1.566 0.116 1.925 -0.46
K -0.362 0.082 0.776 0.46
C -0.493 -2.348 3.055 -0.13
H 4.478 -0.425 0.096 0.04
H 1.927 2.752 -3.555 0.04
H 2.904 -1.126 -6.190 0.07
O -0.857 4.270 2.696 -0.33
H -6.265 -1.527 -4.364 0.09
H -3.500 -2.839 -4.657 0.08
H -1.430 -5.098 -4.357 0.08
H 3.674 -1.935 -4.824 0.05
C -4.388 2.968 -0.861 -0.40
C 3.285 -2.821 -2.043 -0.15
H 1.082 0.418 -5.929 0.07
H 1.720 2.786 -1.809 0.05
N -0.945 -2.271 1.847 0.03
P -0.374 2.964 2.165 0.24
H 5.362 1.079 -3.410 0.05
C -4.510 0.940 -2.832 -0.41
C -0.470 -4.160 9.329 -0.19
H -2.196 -5.382 7.710 0.12
H -2.368 -1.496 -4.410 0.09
H 2.536 3.951 2.503 0.09
H 0.418 -1.879 3.399 0.12
C -5.163 -0.270 -3.012 -0.13
C -1.831 -4.362 5.863 0.00
C -5.772 3.065 -0.714 -0.11
H 0.232 3.243 5.069 0.14
H 4.619 -2.185 0.115 0.07
H 5.259 -1.389 -3.462 0.05
C -1.853 -4.707 -3.429 -0.06
C 2.466 2.801 -2.608 -0.14
H -7.439 4.345 -0.301 0.09
C 5.263 -1.370 -2.371 -0.13
O 1.932 0.380 4.491 -0.36
H 3.026 -1.395 0.260 0.05
Se -4.204 -0.054 0.264 0.18
H 5.863 -2.233 -2.028 0.07
C 4.584 1.843 -3.484 -0.12
C -1.095 -3.373 5.217 -0.17
N -1.313 -3.107 3.860 -0.02
H -6.379 2.174 -0.832 0.09
P -3.626 1.342 -1.260 0.09
C 1.003 -1.554 -4.269 -0.16
H 3.751 1.252 1.878 0.05
H -0.612 2.006 4.340 0.12
N 0.321 2.362 4.572 0.13
C 3.487 1.665 -2.426 -0.65
H -2.734 -3.016 0.933 0.08
H 2.207 1.524 -5.133 0.05
C -2.441 -2.569 -4.570 -0.05
C -5.764 -0.574 -4.233 -0.11
C 0.057 -2.902 7.274 -0.02
C 4.128 1.921 -1.057 -0.14
C -1.623 -4.613 7.209 -0.04
C 2.112 -0.495 -4.258 -0.65
C -0.148 -2.635 5.932 0.02
Si 2.447 -0.062 -2.311 0.87
H 0.789 -2.328 7.826 0.12
H 0.125 -1.169 -3.743 0.04
C -5.078 1.559 -5.099 -0.10
H 5.077 2.826 -3.373 0.07
H 4.184 1.804 -4.498 0.05
C -0.680 -3.887 7.915 -0.25
H 1.407 4.653 3.663 0.07
Se -1.564 1.612 -1.850 0.29
C -1.662 -2.592 -2.314 -0.29
H -5.037 2.276 -5.910 0.09
H -3.566 6.177 -0.152 0.10
H -6.191 0.103 -6.227 0.09
N -0.305 -4.381 10.445 0.13
H -2.530 4.013 -0.777 0.06
C -3.605 4.097 -0.670 -0.10
C -2.129 -2.989 1.825 -0.13
C -6.362 4.279 -0.404 -0.10
O 3.538 1.408 2.806 -0.15
H 1.283 -2.488 -3.778 0.05
C -2.371 -3.523 3.046 -0.05
H 0.863 1.618 5.051 0.09
```

Properties
* HOMO level: -0.5380 eV
* relative energy (zero: lowest compared OMol25 entry of this formula, charge and spin): 21.2 kcal/mol
* calculated total energy: -245380.988 eV
* frontier orbital gap: 3.95 eV
* charge: -2
* maximum force: 2.77 eV Å⁻¹